A molecular structure, C27H42Cl3MgN4O3Si at a distorted geometry, computed with ωB97M-V/def2-TZVPD.

## Properties
- Kohn-Sham gap (eV) = 7.048
- total charge = -1
- energy (Ha) = -3369.284326
- energy above the lowest of the compared OMol25 structures with the same formula, charge and spin (eV) = 0.000
- LUMO level (eV) = 2.3
- HOMO (eV) = -4.767

```
81
C27H42Cl3MgN4O3Si, DFT ωB97M-V/def2-TZVPD
C -1.89 0.12 -3.55
C -2.26 1.24 -2.63
H -2.70 -0.14 -4.23
H -1.58 -0.77 -2.98
H -1.01 0.42 -4.14
C -3.44 1.88 -2.61
C -4.59 1.60 -3.51
H -3.63 2.67 -1.88
H -4.45 0.71 -4.13
H -4.78 2.45 -4.18
H -5.50 1.46 -2.91
Mg 0.30 -0.43 0.24
Cl 1.95 0.40 -1.44
Cl 0.09 -2.74 -0.31
H 4.66 -1.64 3.69
H 5.96 -2.11 1.58
C 3.77 -2.09 3.22
C 5.04 -2.53 1.14
N 3.87 -1.95 1.77
H 2.87 -1.59 3.56
C 2.87 -1.42 1.06
O 1.82 -0.94 1.55
H 5.02 -2.29 0.08
H 3.02 -1.40 -0.03
H 3.74 -3.16 3.50
H 5.07 -3.62 1.27
H -3.26 -1.09 -0.89
H -4.46 1.00 0.60
C -3.37 -1.64 0.06
C -4.51 0.15 1.32
N -3.35 -0.71 1.17
H -2.55 -2.36 0.15
C -2.26 -0.48 1.94
O -1.12 -0.92 1.72
H -4.53 0.56 2.34
H -2.49 0.15 2.83
H -4.35 -2.15 0.05
H -5.42 -0.42 1.12
O -1.24 0.48 -0.68
C -1.21 1.50 -1.54
C -2.29 3.05 0.16
C -1.36 2.88 -0.86
H -2.83 2.17 0.52
C -2.52 4.33 0.68
H -0.23 1.51 -2.07
C -0.60 3.95 -1.32
H -3.24 4.46 1.49
C -1.81 5.41 0.17
C -0.85 5.23 -0.84
H 0.17 3.74 -2.07
H -2.01 6.42 0.53
H -0.28 6.08 -1.22
Si 0.90 -4.55 -2.21
Cl -0.35 -3.28 -3.34
C 0.31 -5.54 -0.69
C 2.65 -3.82 -2.09
C 1.01 -6.02 -3.49
H -0.10 -4.92 0.12
H 1.17 -6.08 -0.26
H -0.46 -6.27 -0.95
H 0.07 -6.60 -3.51
H 1.82 -6.70 -3.23
H 1.18 -5.66 -4.52
H 2.61 -2.87 -1.54
H 3.06 -3.60 -3.09
H 3.33 -4.50 -1.58
N 0.13 3.07 3.28
C -0.36 2.15 2.41
N 0.60 1.65 1.65
C 1.77 2.26 2.03
C 3.08 2.12 1.58
C 4.11 2.78 2.28
C 3.82 3.64 3.35
C 2.49 3.85 3.75
C 1.50 3.16 3.08
H -0.41 3.59 3.96
H -1.41 1.89 2.40
H 3.24 1.51 0.69
H 5.15 2.64 1.97
H 4.65 4.12 3.87
H 2.21 4.51 4.57
```

=====

9 unconnected molecules or ions with the total composition C27H42NO25PSSi at a distorted geometry, computed with ωB97M-V/def2-TZVPD.

## Properties
- Kohn-Sham gap (eV) = 7.804
- energy (Ha) = -4018.904459
- LUMO level (eV) = 0.0
- SMILES = CC(=O)N(C)[SiH2][PH2]=S.O=C1OCCO1.O=C1OCCO1.O=C1OCCO1.O=C1OCCO1.O=C1OCCO1.O=C1OCCO1.O=C1OCCO1.O=C1OCCO1
- HOMO (eV) = -7.754

```
98
C27H42NO25PSSi, DFT ωB97M-V/def2-TZVPD
C -2.92 -2.67 -5.43
C -3.93 -1.60 -5.06
O -3.77 -0.51 -5.48
N -5.07 -1.84 -4.21
C -5.80 -3.08 -4.57
Si -4.73 -1.70 -2.49
P -4.06 -3.60 -1.48
S -3.00 -4.78 -2.63
H -2.28 -2.96 -4.60
H -3.39 -3.54 -5.89
H -2.27 -2.25 -6.19
H -5.45 -3.98 -4.07
H -6.84 -2.92 -4.27
H -5.81 -3.20 -5.66
H -3.80 -0.57 -2.28
H -6.00 -1.31 -1.86
H -3.24 -3.19 -0.40
H -5.18 -4.24 -0.91
C 0.94 -1.05 -4.66
C 1.67 -0.51 -3.46
O 0.71 -0.73 -2.40
C -0.11 -1.73 -2.79
O -0.89 -2.25 -2.05
O 0.08 -2.05 -4.08
H 1.60 -1.49 -5.40
H 0.33 -0.30 -5.15
H 2.56 -1.07 -3.23
H 1.92 0.54 -3.55
C 1.45 3.34 -5.71
C 2.02 3.58 -7.09
O 2.46 2.27 -7.47
C 1.75 1.37 -6.76
O 1.76 0.19 -6.95
O 1.02 1.97 -5.79
H 0.61 4.00 -5.49
H 2.19 3.43 -4.93
H 1.27 3.92 -7.80
H 2.85 4.28 -7.08
C -7.15 -0.95 3.02
C -7.13 0.14 1.97
O -6.43 -0.49 0.89
C -6.57 -1.83 1.03
O -6.25 -2.63 0.20
O -7.12 -2.14 2.23
H -8.04 -0.92 3.64
H -6.26 -0.94 3.66
H -8.13 0.41 1.63
H -6.60 1.03 2.30
C -0.36 -3.62 0.93
C 0.89 -2.81 0.69
O 1.45 -2.70 2.00
C 0.99 -3.73 2.74
O 1.40 -4.02 3.82
O 0.01 -4.40 2.08
H -0.61 -4.26 0.09
H -1.22 -3.00 1.18
H 1.60 -3.32 0.04
H 0.67 -1.83 0.27
C 4.52 -0.98 0.54
C 4.52 0.53 0.49
O 4.79 0.80 -0.89
C 4.40 -0.29 -1.60
O 4.32 -0.33 -2.79
O 4.10 -1.32 -0.79
H 3.84 -1.38 1.28
H 5.52 -1.39 0.71
H 3.55 0.95 0.76
H 5.29 0.97 1.13
C 2.98 5.17 -1.73
C 3.00 6.67 -1.87
O 3.18 6.85 -3.28
C 2.73 5.73 -3.90
O 2.59 5.63 -5.08
O 2.47 4.75 -3.00
H 2.34 4.83 -0.93
H 3.98 4.74 -1.60
H 2.06 7.13 -1.58
H 3.82 7.13 -1.32
C 1.64 -2.17 7.93
C 2.41 -2.54 6.69
O 3.15 -1.35 6.41
C 3.28 -0.66 7.57
O 3.98 0.29 7.71
O 2.50 -1.20 8.54
H 1.48 -3.01 8.60
H 0.68 -1.70 7.71
H 3.11 -3.36 6.86
H 1.76 -2.80 5.86
C 2.10 2.68 9.18
C 2.65 3.98 8.67
O 1.68 4.36 7.69
C 0.51 3.75 8.00
O -0.53 3.98 7.48
O 0.69 2.83 8.98
H 2.33 2.51 10.23
H 2.45 1.82 8.60
H 2.69 4.75 9.44
H 3.64 3.88 8.22
```

=====

A molecular structure, C27H43ClHgNO21 at a distorted geometry, computed with ωB97M-V/def2-TZVPD.

## Properties
- Kohn-Sham gap (eV) = 10.301
- total charge = +1
- energy (Ha) = -3302.909595
- LUMO level (eV) = -1.9
- HOMO (eV) = -12.222

```
94
C27H43ClHgNO21, DFT ωB97M-V/def2-TZVPD
Hg 1.32 -0.18 0.16
Cl 1.78 1.20 1.98
C 0.23 -4.03 -1.77
C 0.25 -2.66 -1.10
N 1.58 -2.10 -0.94
C 2.47 -3.01 -0.11
C 3.62 -2.20 0.39
C 2.23 -1.81 -2.26
C 1.49 -0.91 -3.23
H 0.80 -4.77 -1.22
H 0.57 -3.94 -2.77
H -0.78 -4.33 -1.81
H -0.41 -2.05 -1.70
H -0.32 -2.80 -0.12
H 1.84 -3.30 0.72
H 2.79 -3.79 -0.78
H 4.22 -1.96 -0.49
H 3.35 -1.38 1.04
H 4.25 -2.82 1.02
H 2.29 -2.81 -2.77
H 3.24 -1.42 -2.05
H 2.04 -0.95 -4.20
H 1.49 0.10 -2.90
H 0.50 -1.36 -3.48
C -2.36 2.81 0.41
C -2.07 3.73 -0.80
O -1.15 2.97 -1.61
C -0.64 2.00 -0.90
O 0.25 1.30 -1.30
O -1.26 1.87 0.30
H -3.30 2.24 0.30
H -2.12 3.33 1.34
H -1.58 4.68 -0.59
H -2.94 3.99 -1.37
C -2.06 2.51 -5.10
C -1.21 1.27 -4.83
O -1.85 0.60 -3.74
C -2.62 1.51 -3.17
O -3.24 1.37 -2.15
O -2.64 2.70 -3.84
H -2.82 2.39 -5.90
H -1.50 3.46 -5.36
H -0.20 1.47 -4.51
H -1.16 0.57 -5.69
C -0.59 -6.87 2.90
C -2.02 -7.34 3.23
O -2.77 -6.72 2.08
C -2.11 -5.58 1.76
O -2.58 -4.64 1.22
O -0.77 -5.72 2.12
H -0.10 -7.64 2.30
H 0.06 -6.59 3.68
H -2.46 -6.97 4.15
H -2.25 -8.40 3.14
C 1.75 4.64 3.79
C 2.97 4.07 3.16
O 2.62 3.98 1.76
C 1.32 4.18 1.57
O 0.73 4.14 0.53
O 0.74 4.47 2.77
H 1.76 5.73 4.01
H 1.44 4.11 4.70
H 3.17 3.06 3.53
H 3.89 4.59 3.19
C -4.41 -1.54 1.09
C -3.68 -1.42 -0.27
O -2.30 -1.34 0.07
C -2.18 -1.58 1.43
O -1.06 -1.56 1.96
O -3.37 -1.63 2.03
H -5.03 -2.38 1.14
H -5.01 -0.66 1.40
H -4.06 -0.58 -0.84
H -3.92 -2.35 -0.86
C 2.44 3.41 -3.98
C 3.64 4.14 -3.33
O 3.79 3.34 -2.10
C 3.30 2.14 -2.34
O 3.52 1.21 -1.61
O 2.56 2.09 -3.48
H 2.58 3.39 -5.08
H 1.52 3.86 -3.78
H 3.44 5.16 -3.07
H 4.56 4.02 -3.95
C -0.52 0.29 4.41
C 0.16 1.22 5.35
O -0.69 2.42 5.34
C -1.38 2.34 4.18
O -2.06 3.20 3.73
O -1.11 1.21 3.45
H -1.27 -0.29 5.00
H 0.11 -0.43 3.86
H 1.24 1.54 5.13
H 0.06 0.83 6.40
```

=====

Please write out number 3 again, unchanged.
A molecular structure, C27H43ClHgNO21 at a distorted geometry, computed with ωB97M-V/def2-TZVPD.

## Properties
- Kohn-Sham gap (eV) = 10.301
- total charge = +1
- energy (Ha) = -3302.909595
- LUMO level (eV) = -1.9
- HOMO (eV) = -12.222

```
94
C27H43ClHgNO21, DFT ωB97M-V/def2-TZVPD
Hg 1.32 -0.18 0.16
Cl 1.78 1.20 1.98
C 0.23 -4.03 -1.77
C 0.25 -2.66 -1.10
N 1.58 -2.10 -0.94
C 2.47 -3.01 -0.11
C 3.62 -2.20 0.39
C 2.23 -1.81 -2.26
C 1.49 -0.91 -3.23
H 0.80 -4.77 -1.22
H 0.57 -3.94 -2.77
H -0.78 -4.33 -1.81
H -0.41 -2.05 -1.70
H -0.32 -2.80 -0.12
H 1.84 -3.30 0.72
H 2.79 -3.79 -0.78
H 4.22 -1.96 -0.49
H 3.35 -1.38 1.04
H 4.25 -2.82 1.02
H 2.29 -2.81 -2.77
H 3.24 -1.42 -2.05
H 2.04 -0.95 -4.20
H 1.49 0.10 -2.90
H 0.50 -1.36 -3.48
C -2.36 2.81 0.41
C -2.07 3.73 -0.80
O -1.15 2.97 -1.61
C -0.64 2.00 -0.90
O 0.25 1.30 -1.30
O -1.26 1.87 0.30
H -3.30 2.24 0.30
H -2.12 3.33 1.34
H -1.58 4.68 -0.59
H -2.94 3.99 -1.37
C -2.06 2.51 -5.10
C -1.21 1.27 -4.83
O -1.85 0.60 -3.74
C -2.62 1.51 -3.17
O -3.24 1.37 -2.15
O -2.64 2.70 -3.84
H -2.82 2.39 -5.90
H -1.50 3.46 -5.36
H -0.20 1.47 -4.51
H -1.16 0.57 -5.69
C -0.59 -6.87 2.90
C -2.02 -7.34 3.23
O -2.77 -6.72 2.08
C -2.11 -5.58 1.76
O -2.58 -4.64 1.22
O -0.77 -5.72 2.12
H -0.10 -7.64 2.30
H 0.06 -6.59 3.68
H -2.46 -6.97 4.15
H -2.25 -8.40 3.14
C 1.75 4.64 3.79
C 2.97 4.07 3.16
O 2.62 3.98 1.76
C 1.32 4.18 1.57
O 0.73 4.14 0.53
O 0.74 4.47 2.77
H 1.76 5.73 4.01
H 1.44 4.11 4.70
H 3.17 3.06 3.53
H 3.89 4.59 3.19
C -4.41 -1.54 1.09
C -3.68 -1.42 -0.27
O -2.30 -1.34 0.07
C -2.18 -1.58 1.43
O -1.06 -1.56 1.96
O -3.37 -1.63 2.03
H -5.03 -2.38 1.14
H -5.01 -0.66 1.40
H -4.06 -0.58 -0.84
H -3.92 -2.35 -0.86
C 2.44 3.41 -3.98
C 3.64 4.14 -3.33
O 3.79 3.34 -2.10
C 3.30 2.14 -2.34
O 3.52 1.21 -1.61
O 2.56 2.09 -3.48
H 2.58 3.39 -5.08
H 1.52 3.86 -3.78
H 3.44 5.16 -3.07
H 4.56 4.02 -3.95
C -0.52 0.29 4.41
C 0.16 1.22 5.35
O -0.69 2.42 5.34
C -1.38 2.34 4.18
O -2.06 3.20 3.73
O -1.11 1.21 3.45
H -1.27 -0.29 5.00
H 0.11 -0.43 3.86
H 1.24 1.54 5.13
H 0.06 0.83 6.40
```